1.
ORCA calculation (ωB97M-V/def2-TZVPD) on a cluster of 3 separate species, C4H7NO in total at a distorted geometry.

Summary:
**Spin multiplicity**: 1
**SMILES string**: C=CC#N.[H][H].C=O
**Calculated total energy**: -7796.1777 eV
**ΔE to the lowest compared entry with this formula, charge and spin**: 334.5 kJ/mol
**Lowest unoccupied orbital energy**: 0.201 eV
**Gap between HOMO and LUMO**: 10.48 eV

```
13
C4H7NO ωB97M-V/def2-TZVPD
C -0.9139 1.3010 -0.2033
C -1.4319 0.2628 -0.8581
C -1.6871 -0.9927 -0.2071
N -1.8596 -2.0161 0.3088
H -0.7069 2.2341 -0.7173
H -0.6722 1.2499 0.8535
H -1.6601 0.3071 -1.9180
H 1.6525 1.8615 1.1481
H 1.9174 1.2722 0.7741
C 1.3388 -1.3758 0.2092
O 2.1012 -0.6204 -0.3415
H 1.0196 -2.3272 -0.2525
H 0.9023 -1.1563 1.2041
```

Population analysis type Löwdin, resulting atomic charges in e:
1 C 0.0177
2 C -0.1671
3 C -0.2544
4 N 0.1561
5 H 0.0736
6 H 0.0579
7 H 0.1049
8 H 0.0501
9 H 0.0306
10 C -0.1759
11 O -0.0560
12 H 0.0821
13 H 0.0802

***

2.
ORCA calculation (ωB97M-V/def2-TZVPD) on the molecule C4H7NO at a distorted geometry.

Summary:
**Spin multiplicity**: 1
**SMILES string**: C[C@H]1CN=CO1
**Calculated total energy**: -7797.9821 eV
**ΔE to the lowest compared entry with this formula, charge and spin**: 160.4 kJ/mol
**Lowest unoccupied orbital energy**: 0.992 eV
**Gap between HOMO and LUMO**: 10.45 eV

```
13
C4H7NO ωB97M-V/def2-TZVPD
C 1.4739 0.5101 0.2288
C 0.3822 -0.2008 -0.5717
C -0.4609 -1.1289 0.2727
N -1.4780 -0.1970 0.7836
C -1.6453 0.7125 -0.0882
O -0.7861 0.8367 -1.1017
H 1.4088 1.5623 -0.0352
H 1.3667 0.4078 1.3194
H 2.4827 0.1597 -0.0350
H 0.6685 -0.4950 -1.5676
H -0.9458 -1.9159 -0.3251
H 0.0382 -1.6296 1.1177
H -2.5047 1.3781 0.0023
```

Population analysis type Löwdin, resulting atomic charges in e:
1 C -0.0451
2 C -0.2115
3 C -0.1940
4 N 0.0428
5 C -0.2963
6 O -0.0397
7 H 0.0807
8 H 0.0857
9 H 0.0838
10 H 0.1272
11 H 0.1178
12 H 0.1182
13 H 0.1305

***

3.
ORCA calculation (ωB97M-V/def2-TZVPD) on the molecule C4H7NO.

Summary:
**Spin multiplicity**: 1
**SMILES string**: CC(=O)[C@H]1CN1
**Calculated total energy**: -7797.9173 eV
**ΔE to the lowest compared entry with this formula, charge and spin**: 166.6 kJ/mol
**Lowest unoccupied orbital energy**: 1.054 eV
**Gap between HOMO and LUMO**: 10.84 eV

```
13
C4H7NO ωB97M-V/def2-TZVPD
C 1.9724 -0.1923 0.3778
C 0.5773 0.3906 0.3342
O 0.3443 1.5172 0.7285
C -0.5077 -0.4491 -0.2759
C -1.9177 -0.0831 0.0124
N -1.3506 0.2089 -1.2869
H 2.6901 0.5922 0.1272
H 2.0877 -1.0342 -0.3092
H 2.2000 -0.5387 1.3917
H -0.2553 -1.4828 -0.4990
H -2.0703 0.7404 0.7053
H -2.6729 -0.8644 0.0176
H -1.0974 1.1953 -1.3236
```

Population analysis type Löwdin, resulting atomic charges in e:
1 C -0.0090
2 C -0.4078
3 O 0.0709
4 C -0.2528
5 C -0.1392
6 N 0.0379
7 H 0.0875
8 H 0.0771
9 H 0.0918
10 H 0.1320
11 H 0.1101
12 H 0.1033
13 H 0.0982

***

4.
ORCA calculation (ωB97M-V/def2-TZVPD) on the molecule C4H7NO.

Summary:
**Spin multiplicity**: 1
**SMILES string**: CC/N=C\C=O
**Calculated total energy**: -7797.7998 eV
**ΔE to the lowest compared entry with this formula, charge and spin**: 178.0 kJ/mol
**Lowest unoccupied orbital energy**: -0.205 eV
**Gap between HOMO and LUMO**: 9.37 eV

```
13
C4H7NO ωB97M-V/def2-TZVPD
C 0.2929 -1.3457 1.4047
C 0.7711 -0.4820 0.2408
N -0.1917 -0.5862 -0.8437
C -0.7743 0.4230 -1.3437
C -0.6177 1.8805 -1.0130
O -1.3119 2.7053 -1.5616
H 1.0548 -1.3933 2.1890
H 0.0807 -2.3603 1.0557
H -0.6246 -0.9361 1.8397
H 0.9674 0.5412 0.5878
H 1.7157 -0.8838 -0.1445
H -1.5067 0.2537 -2.1386
H 0.1444 2.1837 -0.2725
```

Population analysis type Löwdin, resulting atomic charges in e:
1 C -0.0987
2 C -0.2963
3 N 0.0428
4 C -0.1227
5 C -0.2283
6 O 0.0543
7 H 0.0716
8 H 0.0730
9 H 0.0732
10 H 0.0891
11 H 0.1168
12 H 0.1146
13 H 0.1106

***

5.
ORCA calculation (ωB97M-V/def2-TZVPD) on a cluster of 2 separate species, C4H7NO in total at a distorted geometry.

Summary:
**Spin multiplicity**: 1
**SMILES string**: N#CC1CC1.O
**Calculated total energy**: -7797.8921 eV
**ΔE to the lowest compared entry with this formula, charge and spin**: 169.1 kJ/mol
**Lowest unoccupied orbital energy**: 0.413 eV
**Gap between HOMO and LUMO**: 10.93 eV

```
13
C4H7NO ωB97M-V/def2-TZVPD
N -2.8631 1.4694 -0.7881
C -1.9271 0.8422 -0.5200
C -0.7396 0.1051 -0.1588
C 0.5745 0.5208 -0.7843
C -0.0407 -0.7853 -1.1586
H -0.7215 -0.2413 0.8685
H 1.4417 0.5123 -0.1339
H 0.5244 1.3291 -1.5070
H 0.4019 -1.6841 -0.7402
H -0.4828 -0.8972 -2.1430
O 1.3428 -0.4481 1.9732
H 1.7329 -0.9251 2.7137
H 0.7565 0.2022 2.3784
```

Population analysis type Löwdin, resulting atomic charges in e:
1 N 0.1345
2 C -0.2005
3 C -0.2933
4 C -0.1128
5 C -0.1013
6 H 0.1124
7 H 0.0844
8 H 0.1112
9 H 0.1057
10 H 0.1094
11 O -0.0509
12 H 0.0506
13 H 0.0506

***

6.
ORCA calculation (ωB97M-V/def2-TZVPD) on the molecule C4H7NO.

Summary:
**Spin multiplicity**: 1
**Calculated total energy**: -7795.3361 eV
**ΔE to the lowest compared entry with this formula, charge and spin**: 415.7 kJ/mol
**Lowest unoccupied orbital energy (alpha / beta)**: 0.764 / 0.533 eV
**Gap between HOMO and LUMO (alpha / beta)**: 8.53 / 8.09 eV

```
13
C4H7NO ωB97M-V/def2-TZVPD
C -1.6433 -0.5184 0.1891
C -0.3000 -0.0846 -0.3480
C 0.2909 1.2397 0.0249
O 1.6137 1.0807 -0.2659
C 1.8940 -0.1985 -0.2286
N 0.7951 -0.8882 0.2649
H -1.8394 -1.5547 -0.1045
H -2.4484 0.1126 -0.1981
H -1.6480 -0.4616 1.2823
H -0.2559 -0.2256 -1.4519
H 0.6911 -0.3773 1.2127
H -0.0735 2.2337 -0.1844
H 2.9293 -0.5015 -0.1629
```

Population analysis type Löwdin, resulting atomic charges in e:
1 C -0.0569
2 C -0.4202
3 C -0.0945
4 O 0.0021
5 C -0.2017
6 N 0.0137
7 H 0.0807
8 H 0.0795
9 H 0.0795
10 H 0.1486
11 H 0.1399
12 H 0.1026
13 H 0.1266

***

7.
ORCA calculation (ωB97M-V/def2-TZVPD) on a structure of composition C4H7NO at a distorted geometry.

Summary:
**Spin multiplicity**: 1
**Calculated total energy**: -7796.6081 eV
**ΔE to the lowest compared entry with this formula, charge and spin**: 293.0 kJ/mol
**Lowest unoccupied orbital energy**: 0.970 eV
**Gap between HOMO and LUMO**: 10.43 eV

```
13
C4H7NO ωB97M-V/def2-TZVPD
C 0.6639 -0.2933 1.2821
N 0.4339 0.6054 0.0618
C 0.5477 -0.1341 -1.2534
C -0.8272 -0.5106 -0.7391
O -1.1456 -1.5370 -0.1722
C -1.0202 0.9013 -0.2354
H 0.0800 0.1039 2.1171
H 0.4075 -1.3766 1.2480
H 1.7258 -0.2238 1.4916
H 0.5815 0.5563 -2.1108
H 1.3396 -0.8777 -1.3134
H -1.6623 1.0965 0.6215
H -1.1246 1.6896 -0.9978
```

Population analysis type Löwdin, resulting atomic charges in e:
1 C -0.0559
2 N -0.1109
3 C -0.0564
4 C -0.4461
5 O 0.0144
6 C -0.0604
7 H 0.0862
8 H 0.0892
9 H 0.0753
10 H 0.1145
11 H 0.1184
12 H 0.1168
13 H 0.1150

***

8.
ORCA calculation (ωB97M-V/def2-TZVPD) on the molecule C4H7NO.

Summary:
**Spin multiplicity**: 1
**SMILES string**: C[C@@]1(C=O)CN1
**Calculated total energy**: -7797.7929 eV
**ΔE to the lowest compared entry with this formula, charge and spin**: 178.6 kJ/mol
**Lowest unoccupied orbital energy**: 0.855 eV
**Gap between HOMO and LUMO**: 10.75 eV

```
13
C4H7NO ωB97M-V/def2-TZVPD
C -1.3229 0.3053 0.7104
C -0.0411 0.0481 -0.0413
C 0.8237 1.2374 -0.3151
O 1.8917 1.1701 -0.8814
C 0.6829 -1.2479 0.0717
N -0.0786 -0.9460 -1.1236
H -1.9252 1.0779 0.2191
H -1.9178 -0.6103 0.7551
H -1.1095 0.6347 1.7340
H 0.4092 2.2162 0.0038
H 1.7690 -1.2191 0.0161
H 0.2567 -2.0189 0.7098
H 0.5620 -0.6475 -1.8587
```

Population analysis type Löwdin, resulting atomic charges in e:
1 C -0.0355
2 C -0.4858
3 C -0.1927
4 O 0.0518
5 C -0.1105
6 N 0.0693
7 H 0.0817
8 H 0.0850
9 H 0.0848
10 H 0.1311
11 H 0.1123
12 H 0.1095
13 H 0.0988

***

9.
ORCA calculation (ωB97M-V/def2-TZVPD) on the molecule C4H7NO at a distorted geometry.

Summary:
**Spin multiplicity**: 1
**SMILES string**: [H]/N=C/COC=C
**Calculated total energy**: -7795.3496 eV
**ΔE to the lowest compared entry with this formula, charge and spin**: 414.4 kJ/mol
**Lowest unoccupied orbital energy**: 0.587 eV
**Gap between HOMO and LUMO**: 9.15 eV

```
13
C4H7NO ωB97M-V/def2-TZVPD
H 2.6957 -0.9586 0.5727
N 1.9628 -0.7380 -0.0971
C 0.9735 -0.1257 0.4120
C 0.3098 1.2441 -0.3987
O -1.0141 1.2961 0.0494
C -1.6497 0.1178 0.0400
C -0.9298 -1.0406 -0.1578
H 0.8814 0.1080 1.4819
H 0.3518 0.9283 -1.4418
H 0.7845 2.1921 -0.1487
H -2.5932 0.1754 0.5665
H -1.3827 -1.9539 0.1963
H -0.3900 -1.2450 -1.0747
```

Population analysis type Löwdin, resulting atomic charges in e:
1 H 0.0411
2 N 0.0427
3 C -0.2953
4 C -0.1070
5 O -0.0973
6 C -0.1672
7 C -0.0273
8 H 0.1097
9 H 0.1114
10 H 0.1207
11 H 0.1204
12 H 0.0682
13 H 0.0798